C40H56KNO5S5Si as an isolated structure, computed with the ωB97M-V functional and the def2-TZVPD basis.

XYZ file:
```
109
Properties=species:S:1:pos:R:3:mulliken_charge:R:1
K -0.671 0.853 -1.435 0.519
C -0.056 0.008 4.497 -1.546
C -0.355 0.226 3.009 1.757
C -1.505 -0.686 2.577 -1.158
C -0.731 1.686 2.748 -1.061
O 0.739 -0.114 2.175 0.864
Si 2.367 0.103 2.344 -0.583
S 3.210 0.013 0.494 -0.852
O 2.934 -0.982 3.497 -0.320
C 3.281 -2.357 3.366 1.879
C 4.707 -2.509 2.826 -1.631
C 2.285 -3.109 2.480 -1.275
C 3.228 -2.933 4.783 -1.892
O 2.477 1.515 3.204 0.425
C 3.561 2.290 3.664 1.628
C 3.542 2.250 5.197 -1.671
C 3.334 3.724 3.179 -1.773
C 4.917 1.785 3.166 -1.466
H -0.929 0.279 5.097 0.513
H 0.789 0.627 4.798 0.115
H 0.197 -1.037 4.686 0.222
H -2.401 -0.488 3.171 0.305
H -1.215 -1.732 2.706 0.450
H -1.720 -0.520 1.520 -0.154
H -1.554 2.006 3.392 0.459
H -1.031 1.776 1.705 0.069
H 0.137 2.320 2.921 -0.058
H 4.793 -1.966 1.886 0.159
H 4.951 -3.562 2.664 0.468
H 5.420 -2.086 3.540 0.354
H 2.316 -2.716 1.464 0.257
H 1.272 -2.973 2.868 0.145
H 2.518 -4.176 2.460 0.567
H 3.905 -2.375 5.433 0.356
H 3.528 -3.984 4.777 0.378
H 2.217 -2.853 5.188 0.356
H 2.604 2.664 5.573 0.301
H 4.374 2.829 5.604 0.451
H 3.625 1.214 5.531 0.237
H 2.379 4.096 3.555 0.327
H 3.300 3.732 2.088 0.381
H 4.136 4.381 3.523 0.405
H 5.091 0.769 3.525 0.171
H 5.716 2.437 3.528 0.504
H 4.928 1.761 2.077 0.336
S -1.019 1.063 -4.632 -0.396
C -0.219 2.610 -4.660 0.289
C 0.800 2.817 -5.607 -0.661
C 1.539 3.985 -5.670 -0.431
C 1.271 5.009 -4.770 -0.558
C 0.247 4.846 -3.851 -0.829
C -0.527 3.680 -3.780 0.291
S -1.841 3.677 -2.601 -0.355
H 1.003 2.006 -6.296 0.325
H 2.325 4.095 -6.411 0.303
H 1.851 5.927 -4.784 0.304
H 0.013 5.641 -3.152 0.309
O -2.540 1.347 -0.260 -0.309
S -3.349 2.559 -0.552 0.183
C -4.757 2.038 -1.652 -0.783
C -4.352 1.331 -2.939 -1.312
C -3.507 0.073 -2.751 0.763
C -3.956 -0.902 -1.680 -0.225
S -2.628 -2.131 -1.343 -0.064
O -1.343 -1.392 -1.292 -0.009
C -2.672 -2.926 -2.955 0.514
C -3.588 -3.945 -3.183 -0.545
C -3.596 -4.592 -4.408 -0.561
C -2.686 -4.227 -5.393 -0.471
C -1.772 -3.208 -5.153 -0.954
C -1.758 -2.558 -3.930 -0.154
C -4.499 2.595 0.881 0.198
C -5.339 3.686 1.062 -0.250
C -6.211 3.717 2.140 -0.689
C -6.231 2.667 3.050 -0.418
C -5.364 1.593 2.884 -0.820
C -4.495 1.561 1.804 0.156
H -5.257 2.982 -1.878 0.424
H -5.426 1.420 -1.052 0.584
H -3.759 2.011 -3.554 0.282
H -5.269 1.090 -3.490 0.434
H -2.500 0.399 -2.509 -1.034
H -3.436 -0.432 -3.715 0.760
H -4.846 -1.481 -1.944 0.511
H -4.098 -0.416 -0.716 -0.063
H -4.286 -4.233 -2.403 0.405
H -4.307 -5.388 -4.595 0.366
H -2.691 -4.740 -6.347 0.378
H -1.070 -2.909 -5.920 0.487
H -1.064 -1.745 -3.737 0.543
H -5.304 4.504 0.349 0.450
H -6.870 4.565 2.281 0.364
H -6.913 2.691 3.891 0.364
H -5.363 0.785 3.606 0.425
H -3.796 0.744 1.661 -0.043
N 1.802 -2.518 -1.093 -0.126
C 2.805 -2.906 -1.956 0.202
C 4.149 -2.622 -1.656 0.248
C 5.162 -3.093 -2.468 -0.725
C 4.882 -3.857 -3.597 -0.401
C 3.557 -4.127 -3.908 -0.584
C 2.530 -3.659 -3.103 -0.356
H 0.865 -2.471 -1.461 0.123
H 2.040 -1.756 -0.459 -0.432
H 4.364 -2.006 -0.792 0.245
H 6.190 -2.859 -2.219 0.360
H 5.685 -4.226 -4.224 0.337
H 3.317 -4.703 -4.795 0.345
H 1.498 -3.871 -3.364 0.371
```

relative energy (zero: lowest compared OMol25 entry of this formula, charge and spin): 1.164 eV
spin multiplicity: 1
gap between HOMO and LUMO: 4.41 eV
HOMO: -0.91 eV
total charge: -2
molecular weight: 858.41 g mol⁻¹

=====

C40H58As2BaN2O8S4 as an isolated structure, computed with the ωB97M-V functional and the def2-TZVPD basis.

XYZ file:
```
115
Properties=species:S:1:pos:R:3:mulliken_charge:R:1
Ba -0.529 -1.015 -0.646 1.701
C -2.431 -2.226 -4.688 -0.786
C -3.565 -1.871 -3.742 -1.055
S -3.315 -2.337 -1.999 0.372
C -3.343 -4.160 -2.129 -1.049
C -2.579 -4.847 -1.009 -1.063
S -0.812 -4.426 -0.865 0.295
C -0.218 -4.943 -2.507 0.436
C 1.272 -4.676 -2.654 -1.223
S 1.732 -2.913 -2.634 0.336
C 1.675 -2.462 -4.396 -1.216
C 0.312 -2.494 -5.064 -0.743
S -0.879 -1.351 -4.277 0.168
H -2.717 -1.944 -5.702 0.548
H -2.228 -3.296 -4.682 0.280
H -4.488 -2.343 -4.077 0.524
H -3.720 -0.792 -3.721 0.367
H -2.947 -4.440 -3.102 0.504
H -4.386 -4.473 -2.087 0.571
H -2.651 -5.927 -1.133 0.586
H -3.001 -4.584 -0.038 0.392
H -0.783 -4.393 -3.257 -0.890
H -0.415 -6.012 -2.604 0.583
H 1.640 -5.101 -3.588 0.550
H 1.820 -5.132 -1.829 0.426
H 2.354 -3.131 -4.925 0.482
H 2.094 -1.455 -4.425 0.424
H -0.107 -3.499 -5.051 0.347
H 0.422 -2.188 -6.105 0.527
C 3.647 4.529 -3.581 -1.647
C 4.074 3.843 -2.275 1.936
C 4.051 4.868 -1.126 -1.485
C 5.503 3.318 -2.438 -2.042
C 3.100 2.738 -1.917 0.568
C 3.503 1.456 -1.545 -0.812
C 2.549 0.524 -1.187 -1.182
N 1.239 0.773 -1.148 0.164
C 0.831 2.005 -1.493 -0.476
C 1.726 2.984 -1.896 -0.454
C -0.628 2.279 -1.411 -0.459
C -1.100 3.564 -1.195 -0.430
C -2.469 3.831 -1.155 0.415
C -3.311 2.737 -1.332 -0.922
C -2.766 1.476 -1.488 -0.673
N -1.458 1.227 -1.529 -0.036
C -2.970 5.253 -0.981 1.936
C -2.627 6.016 -2.274 -1.498
C -4.483 5.301 -0.759 -2.016
C -2.277 5.923 0.213 -1.627
H 4.402 5.259 -3.869 0.473
H 2.700 5.061 -3.478 0.334
H 3.550 3.804 -4.391 0.376
H 4.720 5.695 -1.366 0.428
H 4.387 4.417 -0.191 0.378
H 3.050 5.274 -0.970 0.342
H 6.155 4.138 -2.735 0.438
H 5.558 2.549 -3.211 0.433
H 5.895 2.914 -1.503 0.380
H 4.544 1.173 -1.541 0.510
H 2.847 -0.480 -0.893 0.660
H 1.354 3.948 -2.211 0.606
H -0.390 4.364 -1.043 0.586
H -4.386 2.846 -1.331 0.501
H -3.413 0.609 -1.591 0.488
H -3.123 5.566 -3.136 0.370
H -1.552 6.018 -2.461 0.340
H -2.960 7.052 -2.191 0.434
H -5.033 4.923 -1.622 0.373
H -4.792 6.335 -0.607 0.446
H -4.773 4.732 0.126 0.415
H -1.199 6.015 0.071 0.328
H -2.457 5.367 1.135 0.369
H -2.674 6.929 0.343 0.467
C -4.428 -1.231 2.120 -0.469
O -3.171 -1.343 2.819 -0.246
C -2.088 -1.003 2.183 -0.431
O -2.042 -0.805 0.961 -0.207
C -0.841 -1.029 2.975 0.195
C -0.706 -0.381 4.132 0.893
As 0.899 -0.183 5.251 0.014
C 0.429 -1.455 6.685 -1.052
C 2.133 -1.410 4.332 0.308
C 2.058 -1.916 3.099 0.192
As 0.495 -2.003 1.943 1.685
C -0.111 -3.787 2.522 -1.438
C 3.260 -2.568 2.508 -0.227
O 4.294 -2.775 3.076 -0.591
O 3.041 -2.964 1.231 -0.173
C 4.175 -3.587 0.599 -0.780
C 3.432 -1.334 5.112 -0.057
O 3.949 -0.246 5.140 -0.566
O 3.922 -2.351 5.788 -0.340
C 3.325 -3.648 5.766 -0.451
C -1.801 0.561 4.562 -0.170
O -2.514 1.160 3.799 -0.589
O -1.802 0.702 5.883 -0.291
C -2.769 1.595 6.470 -0.786
H -4.356 -1.669 1.126 0.083
H -4.692 -0.177 2.038 0.305
H -5.155 -1.758 2.727 0.297
H -0.323 -1.005 7.326 0.370
H 1.332 -1.620 7.273 0.350
H 0.065 -2.401 6.290 0.336
H -0.044 -3.849 3.606 0.384
H 0.504 -4.560 2.067 0.403
H -1.148 -3.937 2.219 0.425
H 3.888 -3.764 -0.433 0.113
H 4.423 -4.523 1.097 0.348
H 5.038 -2.926 0.655 0.376
H 4.095 -4.362 5.488 0.292
H 2.501 -3.707 5.057 0.148
H 2.968 -3.878 6.768 0.290
H -2.313 1.997 7.368 0.280
H -3.662 1.029 6.726 0.289
H -3.020 2.390 5.775 0.357
```

relative energy (zero: lowest compared OMol25 entry of this formula, charge and spin): 1.704 eV
spin multiplicity: 1
gap between HOMO and LUMO: 8.27 eV
HOMO: -13.35 eV
total charge: +2
molecular weight: 1110.35 g mol⁻¹

=====

A 15-piece molecular cluster, C40H58BFIN15O overall, computed with the ωB97M-V functional and the def2-TZVPD basis.

XYZ file:
```
117
Properties=species:S:1:pos:R:3:mulliken_charge:R:1
O 0.769 0.185 3.086 -0.579
C 0.941 1.160 2.394 0.360
C 1.804 2.314 2.883 -1.292
C 2.068 3.418 1.852 -0.299
B 1.207 4.711 1.884 -0.150
I -0.547 4.859 3.167 -0.161
C 1.464 5.970 0.985 -0.701
C 2.918 6.149 0.477 -0.218
C 3.095 5.843 -1.009 -0.093
F 3.775 6.897 -1.648 -0.368
N 0.422 1.286 1.065 0.426
C -1.008 1.369 0.932 0.688
C -1.472 1.657 -0.346 -0.415
C -2.827 1.739 -0.606 -0.562
C -3.747 1.540 0.418 -0.932
C -3.278 1.286 1.697 -0.568
C -1.919 1.196 1.968 -0.427
H 2.759 1.841 3.143 0.293
H 1.400 2.691 3.824 0.338
H 2.049 3.011 0.836 0.531
H 3.097 3.776 2.003 0.447
H 0.781 5.948 0.129 0.441
H 1.193 6.845 1.583 0.158
H 3.647 5.613 1.080 0.219
H 3.170 7.209 0.573 0.388
H 2.137 5.750 -1.526 0.203
H 3.697 4.949 -1.192 0.040
H 0.734 0.445 0.573 -0.046
H -0.750 1.824 -1.134 0.473
H -3.145 1.963 -1.617 0.370
H -4.810 1.581 0.212 0.589
H -4.004 1.139 2.490 0.353
H -1.585 0.992 2.977 0.371
C 1.401 -2.920 0.956 -0.804
C 1.191 -1.889 -0.052 0.365
N 1.015 -1.061 -0.827 -0.533
H 1.029 -3.875 0.596 0.283
H 2.466 -3.003 1.170 0.295
H 0.871 -2.652 1.869 0.360
C -2.134 3.590 -5.245 -0.978
C -1.525 3.513 -3.923 0.370
N -0.998 3.397 -2.910 -0.368
H -3.200 3.778 -5.159 0.229
H -1.671 4.387 -5.822 0.356
H -1.985 2.652 -5.771 0.354
C 2.584 -6.500 2.788 -0.727
C 1.242 -6.063 2.414 0.404
N 0.193 -5.705 2.118 -0.472
H 3.300 -5.707 2.597 0.207
H 2.615 -6.751 3.845 0.319
H 2.860 -7.378 2.208 0.296
C 2.263 6.701 5.459 -0.730
C 3.210 6.193 4.476 0.433
N 3.958 5.792 3.703 -0.394
H 1.264 6.383 5.169 0.125
H 2.500 6.294 6.441 0.309
H 2.305 7.787 5.502 0.297
C -6.303 3.568 -7.108 -0.826
C -4.947 3.093 -7.361 0.402
N -3.882 2.716 -7.559 -0.390
H -6.800 3.783 -8.052 0.295
H -6.865 2.805 -6.573 0.274
H -6.272 4.475 -6.507 0.274
C -2.334 -7.441 0.307 -0.547
C -2.758 -8.817 0.084 0.346
N -3.093 -9.900 -0.092 -0.416
H -1.332 -7.418 0.728 0.078
H -2.330 -6.903 -0.633 0.207
H -3.018 -6.951 0.999 0.319
C -1.821 -7.992 -4.550 -0.781
C -1.213 -7.531 -3.307 0.365
N -0.748 -7.177 -2.321 -0.391
H -1.519 -7.345 -5.371 0.284
H -1.501 -9.011 -4.758 0.265
H -2.905 -7.971 -4.458 0.264
C -5.707 -2.034 -0.147 -0.600
C -5.985 -0.954 -1.084 0.388
N -6.183 -0.085 -1.808 -0.448
H -6.102 -2.971 -0.537 0.340
H -4.632 -2.128 -0.007 0.208
H -6.163 -1.822 0.817 0.195
C 7.181 -6.408 1.538 -0.785
C 6.220 -6.641 2.610 0.380
N 5.466 -6.821 3.455 -0.383
H 7.889 -7.233 1.494 0.278
H 6.661 -6.333 0.585 0.264
H 7.722 -5.482 1.723 0.270
C 1.753 2.621 -5.947 -0.447
C 0.844 3.189 -6.936 0.388
N 0.094 3.677 -7.654 -0.457
H 2.535 2.033 -6.427 0.058
H 2.208 3.426 -5.373 0.239
H 1.194 1.979 -5.267 0.222
C -5.552 -0.420 5.238 -0.742
C -5.639 -1.132 3.970 0.332
N -5.697 -1.684 2.966 -0.390
H -4.925 -0.972 5.928 0.141
H -5.122 0.568 5.072 0.300
H -6.541 -0.313 5.675 0.311
C 4.009 -1.193 -5.360 -0.706
C 3.922 -0.312 -6.518 0.391
N 3.848 0.390 -7.424 -0.446
H 3.742 -2.208 -5.650 0.268
H 5.023 -1.187 -4.967 0.265
H 3.325 -0.853 -4.584 0.240
C 6.665 3.443 -1.306 -0.541
C 6.394 2.011 -1.361 0.334
N 6.185 0.884 -1.405 -0.396
H 7.690 3.613 -0.984 0.303
H 6.522 3.886 -2.290 0.260
H 5.989 3.922 -0.599 0.055
C -3.640 -3.018 9.278 -0.791
C -4.696 -2.253 8.627 0.386
N -5.526 -1.653 8.111 -0.386
H -3.050 -3.544 8.530 0.266
H -2.991 -2.347 9.838 0.266
H -4.079 -3.743 9.961 0.275
```

spin multiplicity: 1
gap between HOMO and LUMO: 8.14 eV
HOMO: -7.96 eV
molecular weight: 921.72 g mol⁻¹

=====

A 5-piece molecular cluster, C40H60O10 overall, computed with the ωB97M-V functional and the def2-TZVPD basis.

XYZ file:
```
110
Properties=species:S:1:pos:R:3:mulliken_charge:R:1
C 8.025 -2.653 -0.275 -1.243
C 6.911 -1.540 -0.019 -0.297
C 5.591 -1.840 -0.845 -0.449
C 4.607 -0.591 -0.755 -0.333
C 4.336 0.090 -2.172 -0.594
C 2.779 0.442 -2.294 0.128
C 2.468 1.696 -1.390 -1.028
C 0.960 2.207 -1.423 0.285
C 0.054 1.588 -2.555 -1.187
C -0.586 0.190 -2.223 -0.125
C -1.347 0.123 -0.870 0.090
C -0.705 -0.036 0.447 0.007
C -1.463 -0.136 1.704 -0.991
C -2.938 -0.076 1.716 -0.756
C -3.590 0.086 0.417 0.682
C -2.823 0.182 -0.847 0.112
C -3.692 0.309 -2.147 0.041
O -3.442 1.056 -3.060 -0.498
C -4.974 -0.600 -2.145 0.354
C -5.409 -1.342 -3.315 -0.659
C -6.628 -2.165 -3.170 -0.493
C -7.405 -2.216 -1.926 -0.478
C -6.960 -1.457 -0.732 -0.617
C -5.740 -0.687 -0.881 0.566
C -5.154 0.123 0.326 -0.026
O -5.841 0.752 1.100 -0.456
H 8.692 -2.356 -1.137 0.323
H 8.688 -2.726 0.627 0.343
H 7.553 -3.655 -0.440 0.285
H 6.709 -1.483 1.084 0.025
H 7.327 -0.547 -0.332 0.442
H 5.912 -1.943 -1.916 0.391
H 5.112 -2.785 -0.432 0.223
H 5.066 0.198 -0.103 0.330
H 3.673 -0.942 -0.245 -0.002
H 4.993 0.972 -2.371 0.438
H 4.498 -0.734 -2.929 0.059
H 2.571 0.670 -3.370 0.376
H 2.248 -0.473 -1.911 0.017
H 3.171 2.516 -1.714 0.419
H 2.693 1.412 -0.319 0.100
H 0.534 2.123 -0.388 0.260
H 1.009 3.317 -1.635 -0.046
H 0.632 1.575 -3.523 0.289
H -0.785 2.326 -2.729 0.507
H -1.312 -0.036 -3.058 0.412
H 0.142 -0.669 -2.231 0.220
H 0.410 -0.080 0.478 0.379
H -0.937 -0.285 2.682 0.372
H -3.537 -0.167 2.656 0.436
H -4.847 -1.321 -4.279 0.422
H -7.026 -2.796 -4.006 0.325
H -8.334 -2.822 -1.836 0.356
H -7.551 -1.494 0.217 0.371
C -7.133 2.103 3.496 -0.873
C -7.393 0.637 3.770 -0.158
O -6.859 0.244 5.043 -0.348
C -7.519 0.369 6.207 0.690
C -8.753 1.232 6.261 -0.877
O -7.079 -0.143 7.204 -0.582
H -7.629 2.741 4.230 0.362
H -7.488 2.378 2.502 0.299
H -6.065 2.318 3.559 0.247
H -8.451 0.376 3.690 0.267
H -6.872 0.036 3.026 0.115
H -8.469 2.246 6.546 0.236
H -9.426 0.823 7.015 0.306
H -9.314 1.256 5.329 0.319
C 5.775 -2.234 5.603 -1.016
C 4.650 -1.783 4.696 -0.415
O 4.913 -2.133 3.332 -0.358
C 4.604 -3.323 2.786 0.819
C 4.241 -4.473 3.689 -1.247
O 4.696 -3.476 1.595 -0.496
H 5.885 -3.320 5.598 0.273
H 5.594 -1.911 6.630 0.382
H 6.726 -1.818 5.266 0.301
H 3.676 -2.159 5.017 0.365
H 4.583 -0.695 4.720 0.333
H 5.140 -5.042 3.924 0.292
H 3.537 -5.116 3.160 0.329
H 3.747 -4.169 4.610 0.368
C -2.335 6.598 1.166 -1.071
C -1.782 5.207 0.928 -0.278
O -0.820 5.208 -0.133 -0.354
C 0.487 5.479 0.035 0.912
C 0.948 6.109 1.323 -1.195
O 1.257 5.284 -0.870 -0.588
H -1.554 7.291 1.483 0.284
H -3.110 6.576 1.935 0.368
H -2.763 6.999 0.246 0.306
H -1.368 4.759 1.834 0.334
H -2.590 4.550 0.602 0.290
H 0.947 7.193 1.211 0.286
H 1.964 5.771 1.526 0.310
H 0.351 5.827 2.188 0.378
C 3.341 -3.913 -6.908 -1.083
C 3.723 -3.293 -5.580 -0.365
O 3.500 -1.878 -5.586 -0.341
C 2.323 -1.300 -5.287 0.873
C 1.081 -2.149 -5.233 -0.754
O 2.264 -0.106 -5.142 -0.592
H 2.278 -3.787 -7.119 0.279
H 3.570 -4.980 -6.914 0.374
H 3.886 -3.431 -7.722 0.304
H 3.219 -3.766 -4.735 0.360
H 4.793 -3.428 -5.414 0.357
H 0.602 -2.145 -6.213 0.306
H 0.400 -1.715 -4.500 -0.065
H 1.262 -3.173 -4.916 0.322
```

spin multiplicity: 1
gap between HOMO and LUMO: 8.58 eV
HOMO: -9.19 eV
molecular weight: 700.91 g mol⁻¹
SMILES string: CCCCCCCCCCc1cccc2c1C(=O)c1ccccc1C2=O.CCOC(C)=O.CCOC(C)=O.CCOC(C)=O.CCOC(C)=O